No. 1
Below is a cluster of 6 separate species, C8H28O6 in total at a distorted geometry, with properties calculated with wB97M-V/def2-TZVPD.

- Gap between HOMO and LUMO: 10.545 eV
- SMILES string: CCO.CCO.CCO.CCO.O.O
- Strongest force on any atom: 2.43 eV Å⁻¹
- HOMO level: -10.13 eV
- Energy above the lowest of the compared OMol25 structures with the same formula, charge and spin: 1.714 eV

Geometry as XYZ:
```
42
Properties=species:S:1:pos:R:3:forces:R:3:lowdin_charge:R:1
C -5.723414 -3.239300 -5.392801 0.1 -0.9 -0.4 -0.0892
C -5.471284 -3.169070 -6.890031 -0.5 1.2 1.1 -0.3538
O -5.884364 -4.403810 -7.425931 0.8 -0.1 -0.6 -0.0712
H -5.259554 -4.156570 -5.030091 0.2 0.0 0.1 0.0702
H -6.793044 -3.442360 -5.340381 -0.1 0.5 0.6 0.0757
H -5.352354 -2.415970 -4.782441 -0.4 0.2 -0.3 0.0747
H -4.445444 -2.892890 -7.133911 0.2 -0.3 0.0 0.1089
H -6.118104 -2.393480 -7.300131 0.1 0.3 -0.1 0.1042
H -5.366804 -4.406770 -8.234461 -0.4 -0.8 -0.4 0.0805
C 6.861326 -0.988560 2.502969 -0.3 -1.3 -0.6 -0.0759
C 7.593136 -1.865380 1.450539 0.0 -0.1 1.2 -0.3433
O 8.474426 -1.156750 0.648779 0.7 0.9 -0.7 -0.0776
H 7.299826 -0.920080 3.498529 0.6 0.3 -0.4 0.0655
H 5.962176 -1.575920 2.689089 -0.6 0.5 0.0 0.0626
H 6.651346 -0.014340 2.061509 -0.2 0.0 0.3 0.0701
H 6.908346 -2.358740 0.760789 -0.5 -0.3 0.5 0.1068
H 8.192546 -2.615800 1.965979 -0.1 -0.2 0.0 0.1099
H 7.903326 -0.700010 0.026809 0.4 0.3 -0.3 0.0821
C -2.311404 6.704860 2.279739 0.1 0.2 -1.9 -0.0806
C -1.111614 6.379540 1.282569 -1.3 0.7 1.0 -0.3109
O -0.864034 5.019820 1.017889 0.0 0.0 0.5 -0.0734
H -3.231084 6.159720 2.067329 0.3 -0.7 0.1 0.0638
H -2.625124 7.679220 1.905169 0.2 0.5 0.7 0.0587
H -2.123844 6.721090 3.353359 0.3 -0.1 -0.2 0.0631
H -0.260734 6.919810 1.697549 0.5 -0.2 0.0 0.0971
H -1.325184 6.841300 0.318579 -0.1 0.0 0.0 0.1037
H -0.957064 4.582720 1.867529 0.1 -0.4 0.0 0.0784
C -1.091224 -1.317220 1.185619 -0.2 -1.2 -0.7 -0.0873
C -0.917244 -1.352440 2.701899 -0.2 -0.8 -1.4 -0.3552
O -1.365594 -0.141500 3.155179 -0.1 2.1 1.2 -0.0713
H -2.091424 -1.502830 0.794139 -0.5 0.3 0.6 0.0670
H -0.566754 -2.154500 0.725189 0.5 0.1 0.0 0.0646
H -0.778504 -0.389270 0.706859 0.3 0.0 0.4 0.0763
H 0.133946 -1.520170 2.936379 0.2 0.0 0.1 0.1093
H -1.521554 -2.104410 3.209299 0.1 -0.7 -0.4 0.1096
H -0.948234 -0.005670 4.008969 -0.2 0.4 0.2 0.0871
O 1.989676 1.724980 6.409499 -0.2 -0.1 0.0 -0.0558
H 2.772666 1.668100 6.957149 0.2 -0.1 0.2 0.0283
H 2.209406 2.376490 5.743549 0.0 0.2 -0.2 0.0277
O 0.696886 -2.866140 -4.254041 0.1 0.2 -0.1 -0.0543
H 1.091846 -3.632880 -3.838881 0.1 -0.2 0.1 0.0274
H -0.235884 -3.074800 -4.305341 -0.2 0.0 0.0 0.0268
```
Positions in Å, forces in eV/Å.


No. 2
Below is a structure of composition C35H35BrGeN2O5Sn, with properties calculated with wB97M-V/def2-TZVPD.

- Gap between HOMO and LUMO: 8.841 eV
- Strongest force on any atom: 0.52 eV Å⁻¹
- HOMO level: -8.28 eV
- Energy above the lowest of the compared OMol25 structures with the same formula, charge and spin: 0.325 eV

Geometry as XYZ:
```
80
Properties=species:S:1:pos:R:3:forces:R:3:lowdin_charge:R:1
Sn -0.033636 0.062411 0.476801 -0.3 0.2 0.3 1.3423
O 1.590537 -0.040054 -2.034817 -0.1 -0.2 -0.2 -0.0827
C 1.312948 1.102103 -2.820711 0.1 -0.1 0.1 -0.1784
C 1.508767 2.330486 -1.972327 -0.1 0.1 0.0 -0.2494
C 2.316277 3.381424 -2.376695 0.0 0.0 0.0 -0.0093
C 2.446945 4.484994 -1.547720 0.0 0.0 0.0 -0.0545
C 1.771321 4.500674 -0.340498 0.0 0.0 0.0 -0.0519
C 0.986116 3.405765 -0.015951 -0.1 0.0 0.0 -0.1291
N 0.848184 2.351116 -0.811059 0.1 -0.1 -0.1 0.0406
H 0.895036 -0.699162 -2.191690 0.1 0.2 0.1 0.0766
H 0.280300 1.079177 -3.181331 0.0 0.0 0.0 0.1192
H 1.975804 1.135887 -3.687991 0.0 0.1 0.0 0.1214
H 2.844153 3.325256 -3.319648 0.0 0.0 0.0 0.1143
H 3.077710 5.315617 -1.837704 0.0 0.0 0.0 0.1095
H 1.850791 5.335382 0.342450 0.0 0.0 0.0 0.1059
H 0.443054 3.371037 0.923065 0.0 0.0 0.0 0.1093
C -2.515884 -5.363376 -0.437706 0.0 0.0 0.0 -0.0387
C -1.884103 -4.501640 0.618222 0.0 0.0 -0.1 -0.2493
C -1.460633 -5.002011 1.839881 0.0 0.0 0.0 -0.0192
C -0.888497 -4.154254 2.775531 0.0 0.0 0.0 -0.1007
C -0.754953 -2.825110 2.423161 0.0 0.0 0.0 -0.7467
Br 0.029160 -1.624873 3.675694 0.0 0.0 0.0 0.7421
N -1.134022 -2.318074 1.268806 0.0 0.0 0.0 -0.0039
C -1.703059 -3.143881 0.385921 0.1 0.1 0.1 -0.0709
H -2.970101 -6.254197 -0.002235 0.0 0.0 0.0 0.0789
H -1.776812 -5.692710 -1.170797 0.0 0.0 0.0 0.0865
H -3.284892 -4.809476 -0.977787 0.0 0.0 0.0 0.0810
H -1.582761 -6.054631 2.069474 0.0 0.0 0.0 0.1195
H -0.555082 -4.505376 3.740727 0.0 0.0 0.0 0.1001
H -2.024767 -2.694639 -0.546052 0.0 0.1 0.0 0.1049
O -3.083467 -1.053049 -1.896675 0.1 0.0 0.0 0.0539
C -2.158036 -0.284391 -1.699961 0.0 -0.1 0.0 -0.6298
O -0.969218 -0.680559 -1.300278 0.0 0.0 -0.1 -0.2616
C -2.357445 1.207685 -1.908751 0.0 0.0 -0.1 -0.1766
C -3.152865 1.842604 -0.765906 0.0 0.2 0.0 -0.2530
Ge -4.884652 1.050028 -0.290197 0.0 -0.1 -0.1 1.0162
C -5.974705 0.750495 -1.875645 0.0 0.0 -0.1 -0.2532
C -6.973972 -0.217841 -1.949827 0.0 0.0 0.0 -0.1022
C -7.759361 -0.348957 -3.087690 0.0 0.0 0.0 -0.0873
C -7.562110 0.493946 -4.172213 0.0 0.0 0.0 -0.0948
C -6.581494 1.474091 -4.109890 0.0 0.0 0.0 -0.0884
C -5.799115 1.598004 -2.969892 0.0 0.0 0.0 -0.1116
C -4.653122 -0.510595 0.854726 0.0 -0.1 0.1 -0.2643
C -4.929281 -1.818825 0.457769 0.0 0.0 0.0 -0.1071
C -4.781192 -2.875639 1.346787 0.0 0.0 0.0 -0.0922
C -4.310219 -2.650275 2.633652 0.0 0.0 0.0 -0.0962
C -3.995942 -1.359368 3.032885 0.0 0.0 0.0 -0.0906
C -4.184067 -0.300665 2.152961 0.0 0.0 0.0 -0.1139
C -5.823684 2.393269 0.784388 0.0 0.1 0.1 -0.2597
C -5.727861 3.750843 0.476326 0.0 0.0 0.0 -0.1090
C -6.448387 4.703540 1.185088 0.0 0.0 0.0 -0.0931
C -7.286001 4.311112 2.219697 0.0 0.0 0.0 -0.0968
C -7.397235 2.965055 2.538574 0.0 0.0 0.0 -0.0888
C -6.671622 2.018418 1.826772 0.0 0.0 0.0 -0.1073
H -2.890753 1.325311 -2.854612 0.0 0.0 0.1 0.1114
H -1.392062 1.709622 -1.997927 0.0 0.0 0.0 0.0773
H -3.325476 2.895851 -1.000209 0.0 0.0 0.0 0.0609
H -2.561084 1.841356 0.154922 0.0 0.0 0.0 0.0432
H -7.158857 -0.876482 -1.108947 0.0 0.0 0.0 0.0928
H -8.529755 -1.109575 -3.125433 0.0 0.0 0.0 0.1006
H -8.173874 0.391220 -5.059899 0.0 0.0 0.0 0.0992
H -6.426383 2.142546 -4.948088 0.0 0.0 0.0 0.1001
H -5.039329 2.373926 -2.941120 0.0 0.0 0.0 0.0944
H -5.238796 -2.021327 -0.561022 0.0 0.0 0.0 0.0940
H -5.015737 -3.884269 1.027112 0.0 0.0 0.0 0.1035
H -4.180549 -3.479098 3.319240 0.0 0.0 0.0 0.1043
H -3.611862 -1.173481 4.028641 0.0 0.0 0.0 0.1013
H -3.962345 0.706694 2.491816 0.0 0.0 0.0 0.1059
H -5.088686 4.085095 -0.334166 0.0 0.0 0.0 0.0879
H -6.357564 5.751738 0.927344 0.0 0.0 0.0 0.0995
H -7.850718 5.050715 2.773851 0.0 0.0 0.0 0.0992
H -8.051203 2.649654 3.342460 0.0 0.0 0.0 0.1006
H -6.769568 0.972076 2.094692 0.0 0.0 0.0 0.0973
C 3.761724 -1.649017 0.511736 0.0 0.0 0.0 0.0150
C 2.492347 -0.854152 0.588080 0.0 0.1 0.1 -0.7288
O 2.470092 0.343003 0.897682 0.1 0.0 0.0 -0.0658
O 1.396952 -1.480505 0.300341 0.1 -0.2 -0.1 -0.2144
H 4.596079 -1.075153 0.903090 0.0 0.0 0.0 0.0830
H 3.942356 -1.901771 -0.534320 0.0 0.0 0.0 0.0909
H 3.647393 -2.584225 1.058999 0.0 0.0 0.0 0.0864
```
Positions in Å, forces in eV/Å.


No. 3
Below is a cluster of 2 separate species, C8H19N3 in total at a distorted geometry, with properties calculated with wB97M-V/def2-TZVPD.

- Gap between HOMO and LUMO: 8.869 eV
- SMILES string: C/C(N)=C/C(C)(C)C.C=NN
- Strongest force on any atom: 3.48 eV Å⁻¹
- HOMO level: -7.94 eV
- Energy above the lowest of the compared OMol25 structures with the same formula, charge and spin: 2.218 eV

Geometry as XYZ:
```
30
Properties=species:S:1:pos:R:3:forces:R:3:lowdin_charge:R:1
C 0.950175 0.408826 -0.889539 -0.1 -2.3 -1.6 -0.4308
C 2.182150 -0.355742 -1.383136 -1.1 0.4 0.7 -0.0429
C -2.054496 -0.324380 0.888878 1.7 2.4 -1.8 -0.0188
C -2.413105 -0.340888 -1.609146 -1.9 0.5 0.9 -0.1035
C -1.953353 1.886735 -0.646697 1.5 -1.3 2.4 -0.0398
C 2.834644 -0.657304 2.723943 0.2 0.0 2.7 -0.1105
C -0.241937 -0.182662 -0.895646 0.0 -0.4 0.7 -0.1285
C -1.595980 0.305929 -0.530890 -2.1 1.6 0.1 -0.5460
N 1.160167 1.706043 -0.525191 0.9 1.6 1.2 0.0939
N 1.260722 -1.533994 1.378343 1.3 1.2 0.2 0.0298
N 1.953628 -0.433838 1.861405 -2.6 -1.5 -1.7 -0.1017
H 2.008978 -1.373994 -1.696124 -0.5 -0.2 -0.3 0.0739
H 2.783525 -0.446627 -0.502666 1.0 0.2 0.3 0.0451
H 2.653871 0.187028 -2.184136 0.5 0.3 -0.2 0.0742
H -1.524101 0.296389 1.634365 -0.5 -0.6 0.1 0.0841
H -3.113156 -0.345097 1.005476 -0.8 0.3 0.2 0.0633
H -1.693196 -1.322681 0.875525 0.4 -1.0 0.3 0.0476
H -2.369352 -1.367355 -1.348774 -0.5 -1.4 -0.4 0.0638
H -1.998801 -0.175998 -2.570882 0.3 0.2 -1.0 0.0793
H -3.447375 0.053702 -1.545239 0.3 -0.5 -0.3 0.0966
H -3.007175 2.142793 -0.445633 0.2 -0.6 -0.5 0.0741
H -1.564433 2.378080 -1.539645 0.0 -0.2 0.1 0.0751
H -1.436896 2.253509 0.266886 -0.1 0.7 -0.8 0.0572
H 2.912099 0.211407 3.404547 1.2 -0.4 -0.6 0.0661
H 2.148050 1.951771 -0.658819 -0.7 0.0 0.4 0.0956
H 3.095882 -1.673832 3.126938 -0.2 0.8 -0.5 0.0755
H -0.373201 -1.265334 -1.122632 0.9 0.7 -0.2 0.1251
H 0.886518 1.871787 0.460470 0.3 0.0 -1.0 0.1072
H 0.618723 -1.458169 0.621545 0.0 0.7 -0.2 0.0260
H 1.337427 -2.396104 1.846474 0.3 -0.9 0.6 0.0691
```
Positions in Å, forces in eV/Å.


No. 4
Below is the molecule C3H2FP at a distorted geometry, with properties calculated with wB97M-V/def2-TZVPD.

- Gap between HOMO and LUMO: 8.671 eV
- SMILES string: [H]/P=C/C#CF
- Strongest force on any atom: 4.16 eV Å⁻¹
- HOMO level: -9.28 eV
- Energy above the lowest of the compared OMol25 structures with the same formula, charge and spin: 0.834 eV

Geometry as XYZ:
```
7
Properties=species:S:1:pos:R:3:forces:R:3:lowdin_charge:R:1
C 0.351555 0.038236 0.769812 -0.8 -0.8 -3.3 -0.1312
C 0.306303 -0.115313 1.963734 1.3 0.7 1.2 -0.1320
C 0.170611 -0.077345 -0.804658 -1.0 1.4 3.8 -0.4712
F 0.636958 -0.026859 3.235702 -0.8 -0.3 -1.3 0.0820
P -1.423392 0.344509 -1.321037 1.9 -0.5 2.3 0.8212
H 1.169219 -0.226371 -1.235173 -0.9 -0.2 -0.5 0.0373
H -1.211254 0.063143 -2.608380 0.4 -0.3 -2.2 -0.2062
```
Positions in Å, forces in eV/Å.


No. 5
Below is a structure of composition C11H17LiN4O7 at a distorted geometry, with properties calculated with wB97M-V/def2-TZVPD.

- Gap between HOMO and LUMO (spin up / spin down): 5.632 / 4.071 eV
- Strongest force on any atom: 5.98 eV Å⁻¹
- Multiplicity: 2
- HOMO level (spin up / spin down): -3.49 / -3.49 eV
- Charge: -1

Geometry as XYZ:
```
40
Properties=species:S:1:pos:R:3:forces:R:3:lowdin_charge:R:1
Li -0.015872 -0.776285 -0.331773 0.6 -0.7 -0.6 0.6376
C -2.416561 0.588115 1.060499 -0.5 -5.4 -2.5 0.0121
C -2.794989 -0.600168 0.237517 1.5 2.6 1.1 -0.2973
C -4.304573 -0.711921 -0.149253 0.0 0.6 0.3 -0.3000
O -4.658807 -1.700424 -0.726941 -0.6 -0.9 -0.6 0.0988
C -5.281920 0.380199 0.226517 1.8 -2.9 -1.0 0.1124
C -4.809961 1.357867 1.034361 -2.6 4.3 3.1 -0.3191
C -3.344400 1.494888 1.379183 1.4 4.0 1.2 -0.3902
O -2.778560 2.540366 1.871399 -2.6 0.0 -0.1 -0.0537
O -5.701602 2.170471 1.553237 2.6 -1.7 -1.2 0.0086
O -1.929851 -1.352095 -0.216008 -1.0 -0.2 0.0 -0.0098
H -1.393752 0.738603 1.372928 0.0 -0.1 -0.1 0.0990
H -6.340007 0.258451 0.047550 0.1 0.0 -0.2 0.1252
C 2.034165 -4.353120 -0.658759 1.0 -1.2 0.2 -0.0895
C 2.157155 -2.842687 -0.567109 -1.5 0.9 -0.1 -0.7188
C 3.569301 -2.308758 -0.791860 0.4 -0.2 0.8 -0.0950
O 1.215805 -2.236036 -1.338464 -0.5 1.2 -0.1 -0.3545
H 1.451634 -4.734659 -1.497317 0.0 0.4 -0.1 0.0649
H 1.623149 -4.789224 0.251724 -0.4 0.1 0.1 0.0545
H 3.033307 -4.787130 -0.696808 0.3 -0.4 -0.3 0.0462
H 1.915364 -2.656698 0.479338 0.3 0.3 1.0 0.0858
H 3.830743 -2.429209 -1.843169 0.4 0.0 0.1 0.0697
H 4.243338 -2.775487 -0.073573 0.5 -1.1 -0.4 0.0511
H 3.766700 -1.302647 -0.421890 -0.9 0.7 -0.6 0.0436
C 1.950545 0.843164 1.406279 -2.6 -3.5 2.2 -0.6700
O 0.981089 0.083843 1.213455 1.1 0.4 -0.5 -0.0379
N 2.033598 2.043546 0.910449 0.4 3.0 -2.0 0.1918
N 2.854203 0.551019 2.368889 1.1 0.6 0.0 0.1633
H 2.800244 2.674197 1.096553 -0.1 -0.3 -0.1 0.1145
H 1.447855 2.256796 0.115762 0.0 -0.1 0.3 0.0855
H 2.819661 -0.304567 2.904497 -0.1 0.4 -0.3 0.1189
H 3.426120 1.345417 2.617774 0.3 -0.8 0.5 0.0937
C -0.254027 2.179015 -1.527584 1.4 0.0 -1.1 -0.7916
O -0.233018 1.023503 -1.215878 -0.5 -2.5 0.0 0.0258
N 0.195107 2.657708 -2.670159 0.9 0.0 -2.7 0.1761
N -0.567988 3.117442 -0.696309 -1.7 2.0 3.8 0.1868
H 0.155456 3.652477 -2.840332 0.1 -0.6 -0.5 0.1082
H 0.506918 1.950222 -3.320042 0.1 0.6 -0.3 0.1266
H -0.270355 4.082549 -0.705310 -0.3 -0.4 -0.1 0.1254
H -0.915212 2.671257 0.140626 -0.4 0.9 0.8 0.1016
```
Positions in Å, forces in eV/Å.